Record 1
Entry from OMol25: C5H6INO2 as an isolated structure at a distorted geometry (the ωB97M-V functional and the def2-TZVPD basis).

Summary:
E_HOMO = -8.32 eV
Energy relative to the best compared isomer or geometry (same formula, charge and spin) = 1.713 eV
E = -18966.2868 eV

The geometry in XYZ format:
```
15
Properties=species:S:1:pos:R:3:forces:R:3
I 0.524680 4.233442 2.351529 0.3 0.0 -0.7
O 2.890618 -0.098857 -1.416997 0.3 -1.6 1.5
O 2.808722 1.585430 -2.948953 0.0 1.8 -1.4
N 0.671405 1.299718 -0.113892 0.5 0.2 0.4
C 2.869994 0.767420 -2.157767 -0.3 -0.3 -0.2
C 0.512846 2.467577 0.113130 1.3 0.5 -1.2
C -0.590136 -0.134917 1.425446 0.8 -2.9 -1.5
C -0.120391 0.126549 -0.088073 -1.2 -0.9 0.7
C 0.853849 3.740322 0.254303 -1.1 -0.5 2.3
H 0.505437 -0.700179 -0.577478 -1.3 1.0 0.9
H 0.711623 4.555765 -0.397693 -0.2 0.5 -0.7
H -1.081165 0.323220 -0.604760 0.6 -0.4 -0.3
H -0.747937 0.806652 1.920798 -0.4 0.1 0.3
H -1.436666 -0.883786 1.410517 0.2 1.5 -0.1
H 0.143107 -0.793437 1.939615 0.1 1.1 -0.1
```
Positions in Å, forces in eV/Å.

=====

Record 2
Entry from OMol25: a 2-piece molecular cluster, C5H6INO2 overall at a distorted geometry (the ωB97M-V functional and the def2-TZVPD basis).

Summary:
E_HOMO (spin up / spin down) = -8.78 / -8.78 eV
Energy relative to the best compared isomer or geometry (same formula, charge and spin) = 3.589 eV
E = -18964.4109 eV

The geometry in XYZ format:
```
15
Properties=species:S:1:pos:R:3:forces:R:3
I -2.903735 1.901613 0.255477 0.0 -0.3 0.2
O 0.043064 0.481782 -0.398917 -0.1 1.8 0.9
O -0.426013 -1.299358 -1.709035 0.3 -0.7 -0.4
N -1.666208 -1.508242 1.899423 -0.3 -0.4 0.3
C -2.276317 -1.000471 1.064027 0.2 1.1 -0.4
C -2.681230 -0.187843 -0.068546 4.8 0.5 1.1
C 1.505097 0.695825 -0.559949 -0.8 1.4 -0.3
C 2.160399 0.027203 0.667208 -1.4 -0.7 -1.9
C -0.606683 -0.443828 -0.938986 -3.0 0.1 0.1
H -3.505796 -0.486475 -0.585809 -1.8 -1.1 -1.7
H 1.700009 1.871504 -0.692759 -0.9 -2.6 1.0
H 1.620119 0.215339 1.607655 0.5 0.3 -0.5
H 2.230076 -1.071097 0.505469 -0.1 0.7 0.1
H 1.709615 0.335073 -1.573187 0.5 -0.6 0.5
H 3.097603 0.468974 0.527931 2.0 0.3 1.1
```
Positions in Å, forces in eV/Å.

=====

Record 3
Entry from OMol25: C5H6IrO5 as an isolated structure at a distorted geometry (the ωB97M-V functional and the def2-TZVPD basis).

Summary:
<S²> = 8.7710
E_HOMO (spin up / spin down) = -17.98 / -19.07 eV
Spin multiplicity = 6
Total charge = +2
E = -18329.5217 eV

The geometry in XYZ format:
```
17
Properties=species:S:1:pos:R:3:forces:R:3
Ir -0.286690 -1.455994 -0.686480 0.3 -1.3 -5.5
O 1.393772 -2.413832 -0.363107 4.0 -0.5 -1.1
O 1.939960 -3.876151 1.358998 2.4 5.0 -6.4
O -1.115408 -1.464367 1.078074 -0.7 3.2 5.0
O 0.474654 -0.134153 -2.095047 -0.2 -1.8 0.9
O -1.049623 0.312927 -0.027799 -1.7 1.6 1.8
C -0.879012 -0.202309 1.289258 0.9 -1.7 -2.0
C -0.086173 1.093307 -2.028781 -1.1 1.3 -0.9
C -0.554424 1.488728 -0.625133 1.1 1.9 -0.3
C -0.231433 0.631454 2.308243 -1.9 -0.5 0.4
C 2.012612 -3.085617 0.382644 -3.5 -6.4 8.1
H 0.531993 1.858761 -2.528015 0.0 -0.1 0.3
H -1.340339 2.252680 -0.673339 0.2 -0.2 0.1
H 0.727429 1.142045 2.296722 0.1 -0.3 -0.8
H -0.965485 1.000247 -2.727601 0.2 0.2 0.3
H 0.313413 1.836902 -0.047619 -0.3 0.1 -0.1
H -0.885245 1.015372 3.088983 -0.1 -0.4 0.2
```
Positions in Å, forces in eV/Å.

=====

Record 4
Entry from OMol25: C5H6LiMgO4 as an isolated structure at a distorted geometry (the ωB97M-V functional and the def2-TZVPD basis).

Summary:
<S²> = 0.7503
E_HOMO (spin up / spin down) = -14.56 / -15.42 eV
Spin multiplicity = 2
Total charge = +2
E = -19103.7339 eV

The geometry in XYZ format:
```
17
Properties=species:S:1:pos:R:3:forces:R:3
Mg -2.153062 1.230092 -1.106104 0.0 0.1 -0.2
O -0.481457 -0.018148 1.560019 -0.9 1.2 0.1
O 5.402658 -0.686994 1.233194 -1.2 -0.1 -0.2
O -2.331248 -1.043143 2.428696 -0.1 0.6 -0.2
O -2.470346 0.128289 0.559656 -0.5 0.6 -0.5
C -1.872553 -0.315518 1.566287 0.7 -1.4 0.5
C 0.263991 -0.455629 2.540683 3.4 -0.9 -1.2
C 2.963553 -1.025454 0.831478 0.5 -0.3 -0.8
C 1.643358 0.025146 2.607010 -3.5 -0.3 1.5
C 4.288005 -0.857287 1.010640 0.7 0.0 0.1
Li -4.149409 -0.908813 1.528818 0.1 -0.1 0.2
H 2.226438 -0.632897 3.264583 0.4 0.8 -0.5
H 0.963780 0.548537 3.559516 -0.4 -0.5 -0.3
H 1.810252 0.961829 2.067352 0.7 -0.6 0.2
H 2.529997 -0.413868 0.034940 0.2 -0.2 0.2
H 2.627848 -2.065187 0.882207 0.1 0.3 0.1
H -0.006279 -1.447355 2.927124 -0.2 0.7 0.9
```
Positions in Å, forces in eV/Å.

=====

Record 5
Entry from OMol25: an isolated ion of composition C5H6N and charge +1 at a distorted geometry (the ωB97M-V functional and the def2-TZVPD basis).

Summary:
E_HOMO = -14.23 eV
Energy relative to the best compared isomer or geometry (same formula, charge and spin) = 7.459 eV
Total charge = +1
E = -6757.7187 eV

The geometry in XYZ format:
```
12
Properties=species:S:1:pos:R:3:forces:R:3
N 0.231600 -1.356433 0.056760 -0.3 -4.0 0.7
C -1.649489 0.155809 0.128129 1.2 -0.7 -0.4
C 0.946657 0.855509 -0.244122 1.7 -1.7 -2.1
C 1.060035 -0.274648 0.480972 0.3 2.6 -0.4
C -1.211133 -1.110832 -0.117574 -1.7 -0.3 0.4
C -1.702369 1.367836 -0.028492 -1.4 0.6 0.6
H 0.398899 -1.814291 -0.892571 0.5 1.0 0.9
H 1.497323 -0.243743 1.478090 0.0 -0.7 -0.3
H -2.117077 2.361474 -0.132253 0.3 -0.3 -0.2
H 0.426449 0.790130 -1.273985 1.1 0.4 1.8
H 0.357607 -2.312915 0.666758 -0.6 2.8 -1.4
H 1.761497 1.582107 -0.121713 -1.0 0.3 0.3
```
Positions in Å, forces in eV/Å.

=====

Record 6
Entry from OMol25: C5H6N as an isolated structure at a distorted geometry (the ωB97M-V functional and the def2-TZVPD basis).

Summary:
E_HOMO = -13.95 eV
Energy relative to the best compared isomer or geometry (same formula, charge and spin) = 6.600 eV
Total charge = +1
E = -6758.5770 eV

The geometry in XYZ format:
```
12
Properties=species:S:1:pos:R:3:forces:R:3
N 1.818104 -0.063407 -0.173696 -0.4 -1.3 -2.0
C -1.780061 -0.053942 0.320610 1.1 0.7 0.6
C 0.325788 -0.085546 0.139626 -1.8 0.2 -0.6
C -1.139769 0.513527 -0.975010 0.8 -0.1 1.0
C -0.737878 -0.941030 -0.330318 -1.1 -0.1 0.1
C -0.612606 0.840112 0.720810 -0.7 -1.7 -1.4
H 2.253504 -1.098114 -0.263642 -1.4 2.9 0.0
H -0.691071 1.832622 1.052672 0.5 1.1 0.5
H -0.813826 -1.846476 -0.902688 0.1 -0.1 0.0
H -2.885989 0.012987 0.692756 2.5 -0.5 -1.1
H 2.171682 0.596078 -0.992272 -1.1 -1.6 1.9
H 2.092125 0.293188 0.711150 1.5 0.6 1.0
```
Positions in Å, forces in eV/Å.

=====

Record 7
Entry from OMol25: an isolated ion of composition C5H6N and charge +1 at a distorted geometry (the ωB97M-V functional and the def2-TZVPD basis).

Summary:
E_HOMO = -14.58 eV
Energy relative to the best compared isomer or geometry (same formula, charge and spin) = 4.996 eV
Total charge = +1
E = -6760.1812 eV
SMILES string = C=C=C[N+]1=CC1

The geometry in XYZ format:
```
12
Properties=species:S:1:pos:R:3:forces:R:3
N -0.938070 0.425324 -0.073827 -1.9 0.1 -0.3
C 0.246031 1.070098 -0.108528 3.4 -2.3 0.4
C 2.548733 -0.183603 0.108831 -2.8 -0.3 -4.3
C -2.154832 0.291624 0.194118 -1.8 1.8 1.0
C 1.341768 0.293592 0.050104 -0.6 1.6 -0.8
C -1.478724 -0.913950 -0.214233 0.1 -0.1 1.8
H -1.692736 -1.411328 -1.077247 -0.2 -0.6 -3.0
H -1.093275 -1.557198 0.508525 0.3 -1.1 1.5
H 0.346199 2.101188 -0.173601 -0.3 1.7 -0.2
H -3.064546 0.869646 0.574915 1.6 -0.9 -0.7
H 2.969094 -0.300898 0.988451 2.3 -0.6 4.2
H 2.970360 -0.684494 -0.777511 0.0 0.6 0.4
```
Positions in Å, forces in eV/Å.

=====

Record 8
Entry from OMol25: an isolated ion of composition C5H6N and charge +1 at a distorted geometry (the ωB97M-V functional and the def2-TZVPD basis).

Summary:
E_HOMO (spin up / spin down) = -14.24 / -14.24 eV
Energy relative to the best compared isomer or geometry (same formula, charge and spin) = 4.080 eV
Total charge = +1
E = -6761.0974 eV
SMILES string = C1=CCC=[NH+]C=1

The geometry in XYZ format:
```
12
Properties=species:S:1:pos:R:3:forces:R:3
N -0.585933 1.139482 -0.267282 1.2 2.6 -1.7
C 1.089949 -0.556116 0.321767 0.2 -1.1 -4.2
C 0.668504 0.846584 -0.150887 -0.8 -0.6 0.7
C -1.563702 0.238157 0.265886 -1.2 0.7 0.0
C -0.060082 -1.453512 -0.378462 1.8 0.5 3.1
C -1.216153 -0.995653 0.032554 -0.2 0.0 -0.4
H 0.237204 -2.333168 -0.873947 0.0 -0.6 -1.1
H -2.292514 0.739047 0.891522 0.0 -0.4 0.1
H 1.277432 1.709633 -0.302599 1.0 0.0 -0.3
H 2.110347 -0.911658 -0.195606 -2.1 1.2 1.6
H 1.063320 -0.531674 1.385789 0.4 -0.3 1.0
H -0.728376 2.108877 -0.728735 -0.5 -2.0 1.3
```
Positions in Å, forces in eV/Å.

=====

Record 9
Entry from OMol25: an isolated ion of composition C5H6N and charge +1 at a distorted geometry (the ωB97M-V functional and the def2-TZVPD basis).

Summary:
E_HOMO = -15.26 eV
Energy relative to the best compared isomer or geometry (same formula, charge and spin) = 4.549 eV
Total charge = +1
E = -6760.6284 eV
SMILES string = C#C[N+]#CCC

The geometry in XYZ format:
```
12
Properties=species:S:1:pos:R:3:forces:R:3
N 0.015302 1.479969 0.193456 0.6 -3.8 -0.2
C -0.757975 3.832889 0.498006 1.7 -5.0 -0.5
C 0.522269 -1.023290 0.214604 -5.1 -2.2 2.7
C 0.160845 0.338519 0.213224 -0.3 0.7 -1.1
C 0.065571 -2.151539 -0.766565 -2.6 -0.7 -0.5
C -0.346640 2.671521 0.312223 -2.6 8.3 1.1
H 0.821958 -2.333643 -1.482211 0.9 -0.1 -0.7
H -0.925516 -2.145140 -1.404167 1.8 0.9 1.6
H 0.114066 -1.369106 1.321445 1.2 0.9 -2.4
H -0.057211 -3.077971 -0.169996 0.3 0.6 -0.2
H 1.518868 -0.987397 0.247904 4.2 -0.2 0.4
H -1.131536 4.765188 0.822077 -0.2 0.6 -0.1
```
Positions in Å, forces in eV/Å.

=====

Record 10
Entry from OMol25: C5H6N as an isolated structure at a distorted geometry (the ωB97M-V functional and the def2-TZVPD basis).

Summary:
E_HOMO = -16.28 eV
Energy relative to the best compared isomer or geometry (same formula, charge and spin) = 5.696 eV
Total charge = +1
E = -6759.4812 eV

The geometry in XYZ format:
```
12
Properties=species:S:1:pos:R:3:forces:R:3
N 1.605907 -0.327723 -0.795674 -1.6 0.7 -1.4
C -1.624762 -0.117455 -0.420730 1.6 -0.1 -1.9
C -0.053492 -0.113998 -0.331738 0.0 0.2 0.4
C 0.690733 0.361010 0.940137 2.7 -1.3 -3.0
C 1.068808 -0.933166 0.361501 1.2 -1.0 1.6
C 1.170840 0.936214 -0.321439 -0.3 -0.1 1.3
H -2.043232 0.902806 -0.589855 0.6 -0.8 0.4
H 0.301778 0.594618 1.829133 -1.7 1.3 3.0
H 1.249548 1.956409 -0.701782 -0.2 -0.6 -0.4
H -1.947220 -0.749604 -1.270803 0.0 0.2 0.7
H -1.815130 -0.546555 0.549628 -0.9 -0.1 0.1
H 1.396220 -1.962555 0.751623 -1.5 1.5 -0.9
```
Positions in Å, forces in eV/Å.

=====

Record 11
Entry from OMol25: an isolated ion of composition C5H6N and charge +1 at a distorted geometry (the ωB97M-V functional and the def2-TZVPD basis).

Summary:
E_HOMO = -15.77 eV
Energy relative to the best compared isomer or geometry (same formula, charge and spin) = 7.953 eV
Total charge = +1
E = -6757.2249 eV

The geometry in XYZ format:
```
12
Properties=species:S:1:pos:R:3:forces:R:3
N -1.399110 -0.876367 -0.100886 0.8 1.1 0.2
C -2.067816 0.144434 0.058566 0.4 -3.5 -0.8
C 0.626023 1.075445 0.009892 -0.8 -1.9 0.0
C -0.241618 -1.391186 -0.081700 -1.2 -0.4 1.3
C -2.184714 1.404605 0.200387 -1.0 3.2 0.5
C 0.946974 -0.456033 -0.091423 1.0 0.3 0.2
H -0.262679 -2.452267 0.165962 0.7 -0.1 -0.6
H 1.618334 1.593398 0.234571 -1.9 -0.3 0.0
H 1.625674 -0.745696 0.784999 -0.9 0.0 -1.3
H 1.427235 -0.700455 -1.055381 0.3 0.0 0.4
H -0.220744 1.009494 0.817787 2.0 1.4 -0.7
H 0.132445 1.394630 -0.942769 0.8 0.1 0.8
```
Positions in Å, forces in eV/Å.

=====

Record 12
Entry from OMol25: C5H6N as an isolated structure at a distorted geometry (the ωB97M-V functional and the def2-TZVPD basis).

Summary:
E_HOMO (spin up / spin down) = -13.05 / -13.05 eV
Energy relative to the best compared isomer or geometry (same formula, charge and spin) = 5.799 eV
Total charge = +1
E = -6759.3786 eV

The geometry in XYZ format:
```
12
Properties=species:S:1:pos:R:3:forces:R:3
N 0.002013 0.221126 -1.321033 -0.3 0.3 -2.3
C 0.177601 -0.448429 2.421892 -2.4 0.3 -3.9
C -1.557230 -0.211286 0.630635 2.0 0.4 2.6
C 0.734794 -0.089420 1.138132 0.1 0.6 -2.0
C -0.266932 0.140458 0.120264 0.9 -0.6 1.6
C -1.060369 -0.392737 1.922390 0.3 0.0 -1.5
H 0.789793 0.819671 -1.693685 0.5 -1.6 1.4
H 1.832854 0.055501 1.006645 -1.1 -0.1 0.3
H 0.649831 -0.393260 3.290532 1.8 -0.1 3.5
H -2.559787 -0.041459 0.426093 -1.5 0.0 -1.0
H -0.637058 0.827052 -1.898393 -0.9 -1.1 1.1
H -0.047697 -0.780513 -1.703387 0.6 1.9 0.1
```
Positions in Å, forces in eV/Å.